The following is a DFT calculation (ωB97M-V with the def2-TZVPD basis set) of a structure of composition C24H19BrN5O6Tc at a distorted geometry.

Last column: natural (NBO) charge in e.
CARTESIAN COORDINATES (ANGSTROEM)
Tc -0.34 -0.16 -0.20  0.874
Br 2.27 -5.83 0.94  0.082
C 2.65 -4.08 0.34  -0.093
C 3.13 -3.88 -0.95  -0.213
C 3.39 -2.59 -1.39  -0.247
C 3.13 -1.50 -0.56  0.390
O 3.41 -0.22 -0.94  -0.723
C 2.62 -1.72 0.71  -0.192
C 2.24 -0.56 1.53  0.267
N 1.15 0.08 1.35  -0.424
C 0.86 1.17 2.25  0.094
C 1.32 1.28 3.53  -0.189
C 1.03 2.41 4.31  -0.191
C 0.29 3.44 3.80  -0.157
C -0.25 3.34 2.50  -0.098
C -1.05 4.35 1.91  -0.096
C -1.55 4.17 0.66  -0.253
C -1.28 2.96 -0.01  0.097
N -0.55 2.00 0.50  -0.489
C 0.01 2.19 1.73  0.227
C 2.41 -3.01 1.18  -0.223
H 3.32 -4.72 -1.60  0.243
H 3.79 -2.41 -2.38  0.246
H 2.93 -0.23 2.31  0.204
H 1.90 0.48 3.97  0.225
H 1.42 2.47 5.32  0.237
H 0.08 4.32 4.39  0.233
H -1.25 5.25 2.47  0.234
H -2.15 4.92 0.17  0.243
H -1.70 2.77 -0.99  0.203
H 2.03 -3.18 2.18  0.228
N -2.55 -2.41 2.55  -0.756
C -1.80 -1.92 1.57  0.717
O -1.68 -0.69 1.40  -0.615
C -1.08 -2.85 0.63  -0.611
C -0.28 -2.02 -0.33  -0.114
H -3.01 -1.79 3.19  0.423
H -2.63 -3.41 2.70  0.420
H -1.81 -3.48 0.10  0.266
H -0.44 -3.54 1.19  0.264
H 0.34 -2.59 -1.03  0.180
H 2.66 0.10 -1.49  0.523
O -0.84 1.45 -5.85  -0.655
C -2.04 1.34 -5.31  0.779
O -3.06 1.58 -5.90  -0.559
C -2.11 0.91 -3.88  -0.232
C -3.30 0.73 -3.21  0.056
N -3.01 0.35 -1.95  -0.299
N -1.68 0.27 -1.77  -0.259
C -1.13 0.61 -2.92  0.070
C 0.37 0.58 -2.95  0.775
O 0.98 0.83 -3.97  -0.610
O 0.90 0.27 -1.81  -0.709
H -0.11 1.22 -5.22  0.512
H -4.31 0.85 -3.56  0.264
H -3.64 0.12 -1.20  0.432

Properties
* charge: +1
* energy: -4305.88876 a.u.
* relative energy (zero: lowest compared OMol25 entry of this formula, charge and spin): 44.59 kJ/mol
* max |F|: 1.5 eV Å⁻¹
* frontier orbital gap (spin up / spin down): 7.388 / 6.762 eV
* HOMO (spin up / spin down): -10.95 / -10.53 eV
* expectation value of S²: 0.7882
* spin multiplicity: 2

The following is a DFT calculation (ωB97M-V with the def2-TZVPD basis set) of a structure of composition C24H19Cl2N5O9Pd.

Last column: natural (NBO) charge in e.
CARTESIAN COORDINATES (ANGSTROEM)
Pd -0.32 1.17 -0.18  0.436
O -5.27 4.52 2.01  -0.760
C -5.14 4.59 0.75  0.773
O -5.81 5.28 -0.02  -0.707
C -4.05 3.73 0.14  -0.256
C -3.76 3.63 -1.20  0.151
Cl -4.49 4.36 -2.56  0.051
N -2.73 2.77 -1.36  -0.215
N -2.34 2.27 -0.18  -0.258
C -3.11 2.83 0.74  0.028
C -2.83 2.46 2.18  0.776
O -3.60 3.01 3.08  -0.707
O -1.91 1.73 2.44  -0.604
C -2.03 2.38 -2.54  0.213
C -1.89 1.03 -2.80  -0.230
C -1.13 0.63 -3.89  -0.191
C -0.54 1.58 -4.72  -0.221
C -0.71 2.93 -4.45  -0.219
C -1.44 3.34 -3.35  -0.226
H -4.32 3.67 2.65  0.502
H -2.34 0.29 -2.15  0.268
H -0.98 -0.43 -4.07  0.231
H 0.06 1.27 -5.56  0.199
H -0.23 3.67 -5.08  0.200
H -1.54 4.39 -3.10  0.220
O -1.56 -3.40 -0.13  -0.879
Cl -1.49 -2.10 -0.76  2.548
O -0.83 -1.18 0.16  -0.882
O -0.73 -2.18 -1.98  -0.874
O -2.83 -1.63 -1.04  -0.857
C 0.86 -6.51 2.80  -0.625
C 1.68 -5.43 2.16  -0.041
C 1.12 -4.56 1.23  -0.182
C 1.88 -3.58 0.60  -0.262
C 3.22 -3.42 0.93  0.219
N 4.03 -2.44 0.32  -0.668
C 3.89 -1.05 0.32  0.795
O 4.80 -0.37 -0.12  -0.675
N 2.76 -0.56 0.88  -0.650
C 2.39 0.82 0.75  0.114
C 2.62 1.71 1.74  -0.219
C 2.16 3.05 1.57  -0.322
C 1.47 3.36 0.43  0.019
N 1.26 2.51 -0.61  -0.519
C 1.71 1.22 -0.46  -0.132
C 3.80 -4.29 1.86  -0.272
C 3.04 -5.29 2.45  -0.206
H -0.20 -6.27 2.75  0.223
H 1.13 -6.65 3.84  0.203
H 1.00 -7.47 2.29  0.205
H 0.08 -4.64 0.95  0.249
H 1.42 -2.96 -0.16  0.251
H 5.00 -2.69 0.17  0.394
H 2.00 -1.19 1.10  0.417
H 3.13 1.40 2.64  0.204
H 2.32 3.79 2.33  0.199
H 1.06 4.36 0.30  0.179
H 1.91 0.65 -1.36  0.200
H 4.84 -4.17 2.13  0.200
H 3.50 -5.95 3.18  0.192

Properties
* charge: -2
* energy: -2925.10564 a.u.
* relative energy (zero: lowest compared OMol25 entry of this formula, charge and spin): 0.00 kJ/mol
* max |F|: 0.5 eV Å⁻¹
* frontier orbital gap: 6.167 eV
* HOMO: -2.05 eV

The following is a DFT calculation (ωB97M-V with the def2-TZVPD basis set) of a structure of composition C24H19Cl5MgNO3 at a distorted geometry.

Last column: natural (NBO) charge in e.
CARTESIAN COORDINATES (ANGSTROEM)
Mg 0.20 -18.02 -2.92  1.822
C 2.56 -16.30 -2.15  -0.118
C 1.43 -16.36 -1.28  -0.163
C 1.27 -17.71 -0.82  -0.270
C 2.29 -18.48 -1.46  -0.168
C 3.09 -17.61 -2.26  -0.116
C 4.43 -17.94 -2.86  -0.622
C 2.46 -19.95 -1.27  -0.624
C 0.22 -18.26 0.10  -0.635
C 0.61 -15.19 -0.82  -0.631
C 3.23 -15.04 -2.60  -0.624
H 5.22 -17.56 -2.20  0.192
H 4.55 -17.48 -3.84  0.205
H 4.56 -19.02 -3.01  0.203
H 2.63 -20.22 -0.22  0.193
H 3.30 -20.32 -1.87  0.214
H 1.57 -20.50 -1.58  0.192
H 0.51 -18.23 1.16  0.193
H -0.06 -19.30 -0.14  0.202
H -0.70 -17.64 0.03  0.212
H 0.96 -14.80 0.14  0.194
H -0.44 -15.48 -0.70  0.193
H 0.62 -14.36 -1.53  0.214
H 4.22 -14.92 -2.15  0.191
H 2.65 -14.17 -2.28  0.206
H 3.32 -14.99 -3.70  0.208
Cl -0.69 -23.78 -7.54  0.034
C -0.22 -22.43 -6.62  -0.165
C -1.16 -21.40 -6.32  -0.041
Cl -2.79 -21.48 -6.95  0.017
C -0.79 -20.33 -5.50  -0.167
Cl -1.96 -19.11 -5.21  0.033
C 0.55 -20.21 -4.98  0.342
O 0.97 -19.21 -4.26  -0.889
C 1.50 -21.26 -5.32  -0.069
Cl 3.10 -21.03 -4.75  0.033
C 1.12 -22.32 -6.15  -0.105
Cl 2.27 -23.53 -6.52  0.038
O -0.33 -14.25 -4.49  -0.566
C -1.13 -15.01 -3.97  0.634
N -0.85 -16.34 -3.64  -0.799
C -1.93 -16.82 -2.86  0.645
O -1.78 -17.89 -2.25  -0.733
C -3.00 -15.82 -2.84  -0.161
C -4.23 -15.87 -2.22  -0.171
C -5.06 -14.76 -2.34  -0.211
C -4.60 -13.59 -2.98  -0.206
C -3.31 -13.56 -3.53  -0.206
C -2.51 -14.70 -3.50  -0.033
H -4.55 -16.76 -1.66  0.228
H -6.09 -14.83 -1.95  0.211
H -5.26 -12.74 -3.10  0.213
H -2.89 -12.66 -4.01  0.228

Properties
* charge: -1
* energy: -3707.70932 a.u.
* relative energy (zero: lowest compared OMol25 entry of this formula, charge and spin): 50.71 kJ/mol
* max |F|: 3.4 eV Å⁻¹
* frontier orbital gap: 5.790 eV
* HOMO: -3.83 eV

The following is a DFT calculation (ωB97M-V with the def2-TZVPD basis set) of a structure of composition C24H19FLiNO3Sb at a distorted geometry.

Last column: Löwdin charge in e.
CARTESIAN COORDINATES (ANGSTROEM)
Li -0.06 -0.16 0.08  0.465
F -5.06 3.31 0.58  -0.001
C -4.00 2.45 0.37  -0.307
C -3.94 1.26 1.07  -0.063
C -2.87 0.42 0.84  -0.184
C -1.83 0.69 -0.06  -0.208
C -1.98 1.90 -0.74  -0.202
C -3.03 2.79 -0.54  -0.051
H -4.72 1.02 1.78  0.101
H -2.84 -0.51 1.40  0.075
H -1.25 2.18 -1.49  0.056
H -3.10 3.73 -1.07  0.106
C 5.16 5.44 1.29  -0.110
C 4.81 5.24 -0.03  -0.101
C 3.80 4.35 -0.36  -0.124
C 3.13 3.65 0.63  -0.374
C 3.49 3.86 1.96  -0.149
C 4.50 4.75 2.29  -0.101
Sb 1.53 2.20 0.27  1.590
C 0.13 3.55 1.22  -0.381
C 0.14 4.92 1.05  -0.143
C -0.83 5.71 1.64  -0.095
C -1.80 5.14 2.44  -0.096
C -1.78 3.77 2.66  -0.088
C -0.83 2.98 2.05  -0.152
C 1.30 2.82 -1.78  -0.393
C 1.88 1.99 -2.73  -0.134
C 1.80 2.30 -4.08  -0.091
C 1.15 3.45 -4.49  -0.102
C 0.56 4.28 -3.55  -0.090
C 0.64 3.96 -2.20  -0.129
H 5.95 6.14 1.55  0.093
H 5.33 5.77 -0.81  0.096
H 3.54 4.19 -1.39  0.090
H 2.97 3.32 2.74  0.095
H 4.77 4.89 3.33  0.097
H 0.91 5.39 0.45  0.093
H -0.83 6.78 1.47  0.096
H -2.57 5.75 2.89  0.097
H -2.53 3.31 3.30  0.104
H -0.82 1.91 2.21  0.087
H 2.37 1.08 -2.41  0.090
H 2.25 1.64 -4.81  0.099
H 1.09 3.70 -5.54  0.095
H 0.03 5.17 -3.86  0.099
H 0.15 4.60 -1.48  0.084
O 2.50 -2.21 0.73  0.023
N 1.54 -1.54 0.43  -0.685
O 0.51 -1.59 1.09  -0.087
O 1.58 -0.80 -0.56  -0.189

Properties
* charge: -1
* energy: -1554.01771 a.u.
* max |F|: 2.3 eV Å⁻¹
* frontier orbital gap: 7.304 eV
* HOMO: -4.59 eV

The following is a DFT calculation (ωB97M-V with the def2-TZVPD basis set) of a structure of composition C24H19IrN6OSTe at a distorted geometry.

Last column: natural (NBO) charge in e.
CARTESIAN COORDINATES (ANGSTROEM)
Ir 0.25 -0.41 0.03  0.733
C 0.80 -0.41 4.33  -0.263
C -0.11 -1.38 4.72  -0.129
C -0.72 -2.16 3.75  -0.239
C -0.40 -1.96 2.41  0.225
N 0.48 -1.01 2.05  -0.457
C 1.06 -0.25 2.99  0.076
C -1.03 -2.67 1.30  -0.091
C -1.63 -3.92 1.43  -0.188
C -2.27 -4.49 0.35  -0.239
C -2.32 -3.80 -0.86  -0.188
C -1.68 -2.57 -1.00  -0.261
C -1.01 -1.99 0.07  -0.125
H 1.30 0.22 5.05  0.237
H -0.35 -1.53 5.77  0.225
H -1.46 -2.90 4.02  0.228
H 1.76 0.49 2.63  0.234
H -1.57 -4.45 2.37  0.208
H -2.73 -5.47 0.44  0.215
H -2.84 -4.23 -1.70  0.213
H -1.72 -2.07 -1.95  0.216
N -0.12 1.99 -2.29  -0.774
C 0.19 0.82 -2.86  0.429
C 0.28 0.72 -4.27  -0.289
C 0.56 -0.49 -4.85  -0.126
C 0.74 -1.62 -4.04  -0.317
C 0.64 -1.45 -2.68  0.079
N 0.37 -0.27 -2.09  -0.521
H -0.12 2.83 -2.84  0.402
H -0.03 2.09 -1.29  0.438
H 0.14 1.60 -4.87  0.220
H 0.65 -0.57 -5.92  0.222
H 0.96 -2.59 -4.46  0.230
H 0.79 -2.29 -2.01  0.218
N 4.68 -0.17 0.91  -0.812
C 3.50 0.41 0.62  0.681
O 2.64 -0.24 -0.04  -0.761
C 3.29 1.75 1.08  -0.599
C 4.22 2.42 1.90  0.287
N 4.98 2.96 2.59  -0.378
C 2.09 2.35 0.69  0.409
N 1.04 2.69 0.34  -0.531
H 4.84 -1.11 0.61  0.405
H 5.39 0.31 1.43  0.412
Te -1.26 1.53 1.31  0.376
C -2.08 3.08 0.18  -0.558
C -3.24 3.03 -0.55  -0.259
C -3.63 4.30 -1.06  -0.271
C -2.77 5.29 -0.69  -0.424
S -1.48 4.69 0.25  0.490
H -3.78 2.11 -0.73  0.232
H -4.52 4.46 -1.66  0.223
H -2.82 6.34 -0.93  0.237

Properties
* charge: 0
* energy: -2100.27146 a.u.
* relative energy (zero: lowest compared OMol25 entry of this formula, charge and spin): 218.85 kJ/mol
* max |F|: 2.0 eV Å⁻¹
* frontier orbital gap (spin up / spin down): 5.866 / 5.362 eV
* HOMO (spin up / spin down): -6.71 / -6.72 eV

The following is a DFT calculation (ωB97M-V with the def2-TZVPD basis set) of a cluster of 5 separate species, C24H20BrF4 in total at a distorted geometry.

Last column: natural (NBO) charge in e.
CARTESIAN COORDINATES (ANGSTROEM)
Br 0.67 0.05 1.44  -0.956
F -3.24 -1.86 -2.58  -0.332
C -2.56 -2.66 -1.74  0.395
C -2.93 -4.03 -1.54  -0.304
C -2.34 -4.84 -0.61  -0.220
C -1.28 -4.26 0.12  -0.225
C -0.82 -2.94 -0.17  -0.173
C -1.43 -2.15 -1.16  -0.274
H -3.79 -4.42 -2.06  0.208
H -2.73 -5.81 -0.32  0.210
H -0.72 -4.88 0.81  0.202
H 0.07 -2.54 0.29  0.262
H -1.02 -1.18 -1.41  0.241
F 0.58 3.40 1.20  -0.293
C -0.47 3.87 1.83  0.424
C -0.78 5.21 1.53  -0.296
C -1.87 5.76 2.20  -0.214
C -2.70 4.98 3.00  -0.251
C -2.41 3.62 3.28  -0.198
C -1.27 3.06 2.67  -0.279
H -0.20 5.84 0.87  0.222
H -2.25 6.76 2.05  0.201
H -3.57 5.42 3.46  0.196
H -3.06 3.04 3.92  0.209
H -1.05 2.02 2.85  0.274
F 3.81 -0.67 1.04  -0.317
C 4.11 -2.05 1.15  0.406
C 3.10 -2.80 1.65  -0.264
C 3.27 -4.17 1.74  -0.205
C 4.47 -4.82 1.34  -0.236
C 5.55 -4.02 0.92  -0.217
C 5.32 -2.63 0.85  -0.295
H 2.19 -2.32 1.99  0.280
H 2.50 -4.77 2.20  0.207
H 4.68 -5.87 1.42  0.204
H 6.38 -4.44 0.37  0.209
H 6.01 -1.98 0.33  0.217
F 1.25 2.97 -1.27  -0.321
C 0.13 2.73 -2.03  0.404
C -0.11 3.56 -3.03  -0.304
C -1.17 3.31 -3.94  -0.205
C -1.86 2.13 -3.86  -0.233
C -1.62 1.27 -2.81  -0.212
C -0.69 1.59 -1.81  -0.261
H 0.39 4.51 -3.07  0.218
H -1.31 3.94 -4.80  0.201
H -2.64 1.90 -4.58  0.203
H -2.12 0.32 -2.73  0.220
H -0.47 0.87 -1.04  0.275

Properties
* charge: -1
* energy: -3900.05458 a.u.
* max |F|: 3.8 eV Å⁻¹
* frontier orbital gap: 7.170 eV
* HOMO: -4.19 eV

The following is a DFT calculation (ωB97M-V with the def2-TZVPD basis set) of a structure of composition C24H20BrIIrN3OSe2.

Last column: natural (NBO) charge in e.
CARTESIAN COORDINATES (ANGSTROEM)
Ir 0.08 -0.06 -0.16  0.712
Se -3.27 -0.87 1.50  0.154
Se -2.95 -2.37 -0.25  0.246
C -1.29 -3.09 0.36  0.070
C -1.25 -4.45 0.58  -0.273
C -0.08 -5.02 1.07  -0.136
C 0.97 -4.18 1.39  -0.237
C 0.84 -2.82 1.13  0.073
N -0.26 -2.27 0.59  -0.508
C -3.16 0.67 0.36  0.056
C -4.27 1.49 0.30  -0.278
C -4.28 2.54 -0.61  -0.140
C -3.19 2.69 -1.44  -0.240
C -2.11 1.84 -1.29  0.076
N -2.06 0.85 -0.38  -0.498
H -2.12 -5.05 0.37  0.237
H -0.02 -6.09 1.24  0.227
H 1.89 -4.55 1.81  0.233
H 1.65 -2.15 1.35  0.237
H -5.12 1.29 0.93  0.237
H -5.14 3.20 -0.69  0.229
H -3.15 3.47 -2.20  0.235
H -1.23 1.96 -1.91  0.239
Br 2.06 6.34 -0.92  0.039
C 1.49 4.54 -0.74  -0.105
C 0.50 4.21 0.16  -0.235
C 0.09 2.89 0.27  -0.292
C 0.64 1.85 -0.49  -0.163
C 1.65 2.23 -1.39  -0.193
C 2.07 3.55 -1.52  -0.248
H 0.04 4.99 0.76  0.221
H -0.75 2.69 0.93  0.185
H 2.15 1.48 -1.99  0.209
H 2.86 3.80 -2.22  0.226
I 0.06 -2.51 -2.85  -0.024
C -0.02 -0.44 -2.15  -0.672
H -1.00 -0.16 -2.54  0.180
H 0.74 0.04 -2.76  0.187
N 7.42 -1.19 0.48  -0.334
C 6.29 -1.02 0.37  0.288
C 4.87 -0.81 0.23  -0.213
C 4.16 -0.13 1.22  -0.170
C 2.80 0.05 1.09  -0.223
C 2.07 -0.42 -0.02  -0.166
C 2.82 -1.08 -1.00  -0.222
C 4.19 -1.27 -0.89  -0.178
H 4.68 0.25 2.09  0.219
H 2.29 0.59 1.88  0.200
H 2.34 -1.47 -1.89  0.208
H 4.73 -1.80 -1.67  0.221
O -0.02 0.29 2.14  -0.905
H -0.90 -0.08 2.33  0.504
H -0.06 1.23 2.35  0.503

Properties
* charge: 0
* energy: -8944.96709 a.u.
* relative energy (zero: lowest compared OMol25 entry of this formula, charge and spin): 0.00 kJ/mol
* max |F|: 0.2 eV Å⁻¹
* frontier orbital gap: 6.976 eV
* HOMO: -8.04 eV

The following is a DFT calculation (ωB97M-V with the def2-TZVPD basis set) of a structure of composition C24H20F3FeNO9S.

Last column: natural (NBO) charge in e.
CARTESIAN COORDINATES (ANGSTROEM)
Fe -0.55 0.14 -0.52  1.232
O -3.20 -4.41 2.35  -0.676
C -2.43 -3.49 1.69  0.332
C -1.29 -2.95 2.28  -0.316
C -0.55 -2.01 1.58  0.158
N -0.97 -1.57 0.39  -0.466
C -2.02 -2.15 -0.21  0.152
C -2.78 -3.13 0.41  -0.283
C -2.27 -1.70 -1.65  0.752
O -3.04 -2.38 -2.33  -0.700
O -1.61 -0.67 -1.99  -0.722
C 0.81 -1.58 2.16  0.762
O 0.99 -1.80 3.36  -0.722
O 1.64 -1.06 1.35  -0.792
H -2.85 -4.49 3.25  0.471
H -0.93 -3.25 3.26  0.233
H -3.62 -3.56 -0.11  0.244
C 1.83 -0.28 -3.37  -0.614
C 1.95 0.25 -1.94  0.136
C 3.40 0.30 -1.48  -0.623
O 1.22 -0.68 -1.13  -0.755
C 1.31 1.66 -1.93  0.762
O 1.95 2.59 -2.42  -0.733
O 0.13 1.75 -1.43  -0.760
H 2.31 -1.26 -3.44  0.191
H 2.30 0.42 -4.07  0.208
H 0.77 -0.39 -3.62  0.240
H 3.86 -0.68 -1.60  0.193
H 3.45 0.59 -0.43  0.216
H 3.94 1.05 -2.07  0.227
H 1.57 -0.79 -0.19  0.532
O -0.14 1.20 1.37  -0.999
S -0.46 2.08 2.51  1.332
C -0.70 3.74 1.85  -0.162
C -1.40 4.66 2.62  -0.246
C -1.58 5.94 2.13  -0.234
C -1.08 6.28 0.88  -0.210
C -0.42 5.33 0.11  -0.226
C -0.23 4.05 0.59  -0.143
C 1.14 2.41 3.28  -0.157
C 2.23 1.66 2.86  -0.226
C 3.45 1.86 3.49  -0.190
C 3.59 2.78 4.51  -0.230
C 2.48 3.51 4.94  -0.230
C 1.25 3.32 4.33  -0.237
H -1.84 4.36 3.57  0.213
H -2.13 6.67 2.72  0.197
H -1.23 7.28 0.50  0.194
H -0.06 5.58 -0.88  0.218
H 0.23 3.28 -0.02  0.268
H 2.10 0.91 2.09  0.288
H 4.30 1.27 3.17  0.209
H 4.55 2.93 4.99  0.196
H 2.58 4.23 5.74  0.197
H 0.39 3.89 4.65  0.209
F -2.49 1.20 -0.04  -0.471
C -3.57 1.05 0.95  0.480
F -3.00 0.07 1.79  -0.446
F -3.30 2.22 1.73  -0.470

Properties
* charge: -2
* energy: -3620.09587 a.u.
* relative energy (zero: lowest compared OMol25 entry of this formula, charge and spin): 135.19 kJ/mol
* max |F|: 0.6 eV Å⁻¹
* frontier orbital gap (spin up / spin down): 6.272 / 6.286 eV
* HOMO (spin up / spin down): -1.92 / -1.93 eV

- What is the charge in the second record?
  -2